ORCA calculation (ωB97M-V with the def2-TZVPD basis set) on a molecular structure, C44H27F11N5O4PtSSb in a non-equilibrium geometry.

As for the energy: -4123.208625 a.u. The net charge is +2. The frontier orbital gap (spin up / spin down) comes out at 4.23 / 4.20 eV. The LUMO energy (spin up / spin down) is -8.87 / -8.86 eV. The strongest force on any atom comes out at 2.709 eV/A.

Last column: Löwdin charge in e.
Geometry (Å):
Pt 0.724 0.232 -0.890  1.18
N 2.295 -1.173 0.089  0.02
C 3.557 -1.084 -0.587  -0.23
C 4.714 -1.572 -0.032  0.00
C 5.935 -1.475 -0.717  -0.04
C 5.994 -0.884 -1.949  0.00
C 4.834 -0.341 -2.541  -0.13
C 4.832 0.344 -3.774  0.03
C 3.662 0.871 -4.259  -0.01
C 2.485 0.713 -3.513  -0.11
N 2.464 0.081 -2.368  -0.02
C 3.596 -0.446 -1.849  -0.18
H 2.330 -0.773 1.026  0.07
H 1.954 -2.128 0.167  0.11
H 4.690 -2.040 0.940  0.12
H 6.828 -1.865 -0.256  0.12
H 6.930 -0.811 -2.481  0.13
H 5.759 0.461 -4.316  0.13
H 3.630 1.411 -5.190  0.12
H 1.550 1.123 -3.864  0.11
F -5.501 -2.857 -0.347  0.17
C -4.266 -2.447 -0.107  -0.11
C -3.859 -1.163 -0.492  -0.13
F -4.690 -0.353 -1.141  0.15
C -2.576 -0.739 -0.206  -0.13
F -2.150 0.494 -0.567  0.07
C -1.618 -1.560 0.435  -0.34
O -0.437 -1.143 0.716  -0.21
C -2.054 -2.873 0.758  -0.13
F -1.165 -3.687 1.337  0.13
C -3.349 -3.301 0.519  -0.13
F -3.721 -4.528 0.857  0.16
F 3.041 4.166 0.245  0.18
C 2.528 3.375 -0.679  -0.64
F 2.725 3.885 -1.887  0.17
F 3.184 2.196 -0.632  0.10
S 0.731 2.976 -0.319  0.51
O 0.924 1.917 0.700  -0.49
O 0.101 4.153 0.138  -0.20
O 0.245 2.377 -1.558  -0.35
N -5.782 -1.141 -9.219  0.20
C -5.059 -1.216 -8.338  -0.17
C -4.176 -1.323 -7.236  -0.21
C -3.618 -2.562 -6.920  0.01
C -2.768 -2.675 -5.837  0.01
C -2.471 -1.558 -5.058  -0.17
C -3.030 -0.322 -5.377  0.01
C -3.877 -0.202 -6.462  0.01
N -1.579 -1.677 -3.969  0.02
C -0.961 -2.823 -3.543  0.00
C -0.136 -2.474 -2.518  -0.08
N -0.247 -1.133 -2.314  -0.04
C -1.119 -0.679 -3.194  -0.10
H -3.848 -3.429 -7.519  0.13
H -2.340 -3.636 -5.616  0.11
H -2.817 0.555 -4.791  0.11
H -4.307 0.756 -6.711  0.13
H -1.128 -3.789 -3.969  0.13
H 0.524 -3.091 -1.941  0.12
H -1.396 0.357 -3.258  0.14
F 4.968 3.795 4.865  0.12
C 3.908 3.102 4.459  -0.25
C 4.067 1.755 4.162  0.02
C 2.966 1.037 3.735  -0.13
C 1.735 1.671 3.624  -0.34
C 1.592 3.020 3.900  -0.09
C 2.684 3.744 4.338  0.04
Sb 0.042 0.592 2.816  1.86
C -0.492 -0.886 4.340  -0.34
C 0.402 -1.214 5.345  -0.10
C 0.053 -2.164 6.286  0.03
C -1.180 -2.795 6.180  -0.25
F -1.512 -3.724 7.070  0.12
C -2.075 -2.485 5.162  0.03
C -1.716 -1.529 4.232  -0.11
C -1.579 2.014 2.983  -0.33
C -2.054 2.679 1.863  -0.12
C -3.045 3.635 1.999  0.04
C -3.543 3.905 3.269  -0.25
F -4.501 4.814 3.408  0.11
C -3.076 3.241 4.398  0.03
C -2.090 2.283 4.251  -0.10
H 5.035 1.293 4.270  0.13
H 3.071 -0.017 3.501  0.10
H 0.634 3.502 3.775  0.11
H 2.600 4.792 4.579  0.14
H 1.359 -0.718 5.416  0.10
H 0.718 -2.424 7.096  0.13
H -3.026 -2.995 5.113  0.13
H -2.398 -1.277 3.431  0.11
H -1.639 2.480 0.887  0.07
H -3.429 4.167 1.142  0.14
H -3.489 3.477 5.367  0.13
H -1.713 1.757 5.120  0.11